a:
The molecule C4H12N2O, computed with the ωB97M-V functional and the def2-TZVPD basis.

Properties
LUMO energy: 0.94 eV
Kohn-Sham gap: 9.486 eV
SMILES string: C[C@@H](N)[C@@](C)(N)O
HOMO: -8.545 eV

Structure (XYZ):
```
19
C4H12N2O, DFT the ωB97M-V functional and the def2-TZVPD basis
O 1.85 -0.38 0.69
N -0.52 -1.84 0.68
N 0.77 1.73 0.28
C -1.84 0.25 0.24
C -0.50 -0.23 0.77
C 0.80 -0.10 -1.48
C 0.75 0.12 0.03
H 1.62 0.49 -1.88
H -1.98 1.30 0.48
H 2.64 0.01 0.30
H -2.63 -0.33 0.70
H 0.35 -2.23 1.02
H -0.37 -0.04 1.84
H -0.12 0.22 -1.96
H -0.68 -2.16 -0.27
H 0.97 -1.15 -1.69
H -1.92 0.12 -0.84
H 0.79 1.95 1.27
H 0.03 2.25 -0.19
```

***

b:
The molecule C4H12N2O, computed with the ωB97M-V functional and the def2-TZVPD basis.

Properties
LUMO energy: 0.88 eV
Kohn-Sham gap: 10.366 eV
SMILES string: C[C@H](O)[C@H](N)CN
HOMO: -9.488 eV

Structure (XYZ):
```
19
C4H12N2O, DFT the ωB97M-V functional and the def2-TZVPD basis
O -1.14 -1.34 -0.67
N 1.23 1.96 -0.96
N -1.15 1.39 0.52
C 0.02 0.49 0.54
C 0.57 -2.01 0.91
C -0.55 -0.96 0.61
C 0.96 0.53 -0.69
H 1.87 -0.09 -0.50
H 0.35 0.08 -1.44
H -1.71 1.13 -0.29
H -1.94 -1.84 -0.46
H -0.77 2.18 0.00
H -1.40 -1.03 1.31
H -0.01 -2.97 1.11
H 2.12 2.25 -0.44
H 1.50 2.12 -1.94
H 0.50 0.85 1.49
H 1.16 -1.70 1.82
H 1.31 -2.03 0.10
```

***

c:
The molecule C4H12N2O, computed with the ωB97M-V functional and the def2-TZVPD basis.

Properties
LUMO energy: 0.92 eV
Kohn-Sham gap: 9.223 eV
SMILES string: CC[C@@H](O)NNC
HOMO: -8.303 eV

Structure (XYZ):
```
19
C4H12N2O, DFT the ωB97M-V functional and the def2-TZVPD basis
O -0.41 -1.15 -0.92
N -0.28 1.11 -0.17
N 1.06 1.53 -0.93
C -0.11 -0.25 0.09
C -1.33 -0.43 1.30
C -0.86 -1.37 2.39
C 1.43 1.16 -2.28
H 2.24 0.42 -2.31
H -1.04 1.25 -0.83
H 0.38 -1.35 -1.44
H -2.17 -0.84 0.75
H 1.80 1.83 -0.30
H -1.67 -1.58 3.09
H -1.66 0.52 1.71
H 1.77 2.06 -2.80
H -0.52 -2.30 1.96
H -0.04 -0.92 2.95
H 0.56 0.78 -2.82
H 0.85 -0.47 0.57
```

***

d:
The molecule C4H12N2O, computed with the ωB97M-V functional and the def2-TZVPD basis.

Properties
LUMO energy: 0.76 eV
Kohn-Sham gap: 9.671 eV
SMILES string: C[C@@H](O)[C@@H](N)CN
HOMO: -8.910 eV

Structure (XYZ):
```
19
C4H12N2O, DFT the ωB97M-V functional and the def2-TZVPD basis
O -0.91 -1.73 0.96
N 2.07 1.36 -0.05
N 0.08 0.73 1.84
C 1.02 0.41 -0.46
C -1.26 -0.54 0.22
C -1.50 -0.93 -1.23
C -0.24 0.58 0.42
H 2.13 2.11 -0.73
H 0.03 -0.17 2.30
H -2.18 -1.77 -1.25
H 0.75 0.60 -1.50
H -1.90 -0.12 -1.84
H 1.40 -0.61 -0.38
H -2.21 -0.25 0.68
H -0.58 -1.23 -1.73
H 2.97 0.89 -0.06
H 0.01 -1.97 0.78
H 1.01 1.12 1.93
H -0.70 1.51 0.09
```

***

Last place for stability: c

***

a:
A cluster of 2 separate species, C4H12N2O in total, computed with the ωB97M-V functional and the def2-TZVPD basis.

Properties
LUMO energy: 0.68 eV
Kohn-Sham gap: 9.634 eV
SMILES string: CNC(C)=O.CN
HOMO: -8.952 eV

Structure (XYZ):
```
19
C4H12N2O, DFT the ωB97M-V functional and the def2-TZVPD basis
O -1.30 0.42 1.43
N -2.55 -0.15 -0.41
N 3.40 0.50 0.33
C 3.50 -0.89 -0.16
C -1.12 1.91 -0.39
C -1.78 0.72 0.30
C -2.92 -1.42 0.20
H 2.58 0.73 0.94
H 4.29 0.83 0.89
H -1.24 2.86 0.25
H 2.70 -0.96 -0.84
H -2.75 -2.43 -0.60
H -2.71 -0.38 -1.52
H -1.44 2.07 -1.47
H -0.11 1.72 -0.46
H 3.23 -1.55 0.60
H -2.10 -1.40 1.10
H 4.32 -1.19 -0.88
H -3.99 -1.39 0.70
```

***

b:
The molecule C4H12N2O, computed with the ωB97M-V functional and the def2-TZVPD basis.

Properties
LUMO energy: 0.98 eV
Kohn-Sham gap: 10.141 eV
SMILES string: C[C@H](N)CNCO
HOMO: -9.162 eV

Structure (XYZ):
```
19
C4H12N2O, DFT the ωB97M-V functional and the def2-TZVPD basis
O -2.97 0.66 -1.92
N -0.78 0.54 -1.01
N 2.00 -0.39 -0.61
C -2.21 0.62 -0.74
C 1.48 -0.68 1.78
C 0.94 -0.63 0.40
C 0.03 0.61 0.25
H 0.58 -0.88 2.34
H -2.32 1.54 -0.16
H -0.45 -0.37 -1.31
H -0.78 0.65 1.02
H -2.55 1.37 -2.41
H 1.58 -0.43 -1.53
H 2.69 -1.14 -0.62
H -2.40 -0.27 -0.13
H 0.37 -1.59 0.28
H 1.84 0.31 2.06
H 0.69 1.48 0.30
H 2.26 -1.41 2.00
```

***

Last place for stability: a

***

a:
The molecule C10H12O4, computed with the ωB97M-V functional and the def2-TZVPD basis.

Properties
LUMO energy: 0.80 eV
Kohn-Sham gap: 10.005 eV
SMILES string: COC(=O)COc1ccccc1OC
HOMO: -9.203 eV

Structure (XYZ):
```
26
C10H12O4, DFT the ωB97M-V functional and the def2-TZVPD basis
O -0.14 2.58 -1.09
O 0.30 -2.32 -0.20
O -1.02 -0.08 -0.93
O 1.97 1.91 -1.79
C -0.86 -0.36 0.42
C -0.70 -0.92 3.05
C 0.19 0.16 -1.67
C -0.86 -2.95 -0.64
C -1.25 0.19 2.59
C 0.57 1.69 -1.59
C -1.42 0.46 1.30
C 2.40 3.27 -1.82
C -0.19 -1.51 0.75
C -0.10 -1.84 2.11
H 1.76 4.09 -2.38
H -1.98 1.35 0.82
H -1.75 0.86 3.23
H 1.06 -0.47 -1.10
H -0.71 -3.76 -1.61
H -1.38 -3.35 0.39
H -0.42 -0.95 4.10
H 0.02 -0.09 -2.70
H 2.33 3.67 -0.80
H 0.38 -2.67 2.60
H -1.77 -2.19 -0.90
H 3.56 3.23 -2.12
```

***

b:
The molecule C10H12O4, computed with the ωB97M-V functional and the def2-TZVPD basis.

Properties
LUMO energy: 0.72 eV
Kohn-Sham gap: 9.729 eV
SMILES string: CCOc1ccccc1OCC(=O)O
HOMO: -9.004 eV

Structure (XYZ):
```
26
C10H12O4, DFT the ωB97M-V functional and the def2-TZVPD basis
O 3.76 -1.26 -1.11
O 3.45 0.48 0.25
O -1.25 -0.74 -0.62
O 1.00 -0.30 1.03
C -2.17 -2.84 0.00
C -1.52 1.67 -0.78
C -0.84 0.55 -0.32
C 0.33 0.76 0.44
C -1.92 -1.40 0.45
C 3.05 -0.67 -0.32
C 1.68 -1.16 0.11
C 0.77 2.04 0.68
C -1.07 2.96 -0.59
C 0.11 3.15 0.15
H 0.56 4.13 0.28
H -2.57 -3.39 0.87
H -2.41 1.52 -1.38
H -2.88 -2.95 -0.83
H 1.04 -1.41 -0.78
H -1.17 -3.33 -0.27
H -1.29 -1.44 1.33
H -2.86 -0.90 0.67
H 1.73 2.15 1.22
H 4.30 0.70 -0.15
H 1.81 -2.11 0.64
H -1.63 3.80 -0.97
```

***

Last place for stability: a